Record 1
# C3H4ClN

A structure of composition C3H4ClN (the ωB97M-V functional and the def2-TZVPD basis, OMol25).

Calculated values
2S+1 = 1
charge = 0
HOMO energy = -9.336 eV

Geometry (Å):
C -2.077 0.465 0.046
C -1.000 -0.062 0.083
C 0.247 -0.505 -0.129
N 1.268 0.480 0.201
Cl 2.879 -0.087 0.099
H -3.060 0.737 0.274
H 0.141 -1.012 -1.175
H 0.361 -1.408 0.867
H 1.240 1.392 -0.266


Record 2
# C8H13P

An isolated molecule of C8H13P (the ωB97M-V functional and the def2-TZVPD basis, OMol25).

Calculated values
2S+1 = 1
SMILES = C=CC1(C=C)CCCP1
charge = 0
HOMO energy = -8.957 eV

Geometry (Å):
C 0.825 -2.219 -0.988
C 1.053 -0.946 -0.825
C 0.406 0.080 0.100
C 1.498 0.854 0.701
C 2.640 0.340 1.206
C -0.626 1.022 -0.969
C -1.969 1.097 -0.152
C -2.304 -0.301 0.363
P -0.740 -0.852 1.256
H 1.505 -2.764 -1.784
H -0.031 -2.650 -0.442
H 1.757 -0.586 -1.519
H 1.331 1.928 0.689
H 3.494 0.889 1.477
H 2.879 -0.702 1.320
H -0.643 0.612 -1.976
H -0.071 1.907 -1.176
H -1.947 1.515 0.837
H -2.658 1.504 -0.824
H -3.106 -0.176 0.969
H -2.480 -0.890 -0.535
H -0.816 0.338 2.273


Record 3
# C5H10O2

An isolated molecule of C5H10O2 (the ωB97M-V functional and the def2-TZVPD basis, OMol25).

Calculated values
2S+1 = 1
charge = 0
HOMO energy = -8.573 eV

Geometry (Å):
O 2.338 0.040 1.007
C 1.497 -0.522 0.023
C 0.051 -0.279 0.444
C -0.213 1.216 0.619
C -2.778 0.488 -0.743
O -2.245 -0.611 -0.300
C -0.867 -0.943 -0.582
H 3.253 -0.067 0.722
H 1.662 -0.049 -0.962
H 1.684 -1.602 -0.091
H -0.107 -0.779 1.408
H 0.344 1.588 1.481
H 0.107 1.783 -0.264
H -2.008 0.958 -1.425
H -1.274 1.426 0.796
H -0.640 -0.614 -1.605
H -0.801 -2.034 -0.529


Record 4
# C3H11N3O

A cluster of 2 separate species, C3H11N3O in total (the ωB97M-V functional and the def2-TZVPD basis, OMol25).

Calculated values
2S+1 = 1
SMILES = [H]/N=C(/N)NCC.O
charge = 0
HOMO energy = -8.225 eV

Geometry (Å):
H 0.309 1.511 -2.214
N 1.065 1.051 -1.739
C 0.463 0.023 -1.054
N 0.872 -1.247 -1.094
N -0.571 0.235 -0.123
C -1.056 -0.297 1.174
C -2.586 -0.084 1.190
H 1.653 -1.155 -1.747
H 0.322 -2.078 -1.148
H -0.549 1.214 0.102
H -0.749 -1.359 1.447
H -0.587 0.315 1.957
H -3.040 -0.138 0.267
H -3.345 -0.565 1.822
H -2.765 0.926 1.613
O 3.594 0.896 0.056
H 3.678 -0.077 0.362
H 3.290 0.827 -0.873


Record 5
# C5H10N

The ion C5H10N with charge +1 (the ωB97M-V functional and the def2-TZVPD basis, OMol25).

Calculated values
2S+1 = 1
SMILES = C=CCC[NH+]=C
charge = +1
HOMO energy = -13.714 eV

Geometry (Å):
C -1.279 -2.081 -1.142
C -0.777 -1.344 -0.109
C -1.058 0.171 -0.160
C 0.243 0.951 -0.431
N 1.259 0.594 0.563
C 1.749 1.335 1.484
H -1.005 -3.042 -1.280
H -1.550 -1.570 -2.025
H -0.281 -1.731 0.712
H -1.376 0.628 0.753
H -1.667 0.519 -0.916
H 0.536 0.549 -1.460
H 0.042 2.080 -0.496
H 1.594 -0.348 0.517
H 2.155 0.861 2.432
H 1.415 2.428 1.559


Record 6
# C14H20N2O

A cluster of 2 separate species, C14H20N2O in total (the ωB97M-V functional and the def2-TZVPD basis, OMol25).

Calculated values
2S+1 = 1
SMILES = Cc1c[nH]c2ccccc12.CCN(C)C(C)=O
charge = 0
HOMO energy = -7.973 eV

Geometry (Å):
C -0.245 -2.545 2.945
C 0.325 -2.791 1.598
C 1.369 -3.649 1.261
N 1.606 -3.537 -0.131
C 0.642 -2.669 -0.645
C 0.535 -2.045 -1.900
C -0.556 -1.238 -2.240
C -1.520 -1.060 -1.235
C -1.155 -1.335 0.079
C -0.190 -2.243 0.425
H 0.002 -1.601 3.501
H 0.290 -3.150 3.705
H -1.354 -2.655 2.891
H 2.069 -4.211 1.855
H 2.426 -3.880 -0.573
H 1.252 -2.115 -2.681
H -0.501 -0.650 -3.143
H -2.408 -0.457 -1.391
H -1.708 -0.833 0.892
C -1.901 2.432 -1.742
C -0.487 1.949 -1.210
N -0.003 2.736 -0.082
C 0.410 4.078 -0.512
C 1.063 2.004 0.563
C 0.811 1.070 1.705
O 2.223 2.248 0.292
H -1.941 3.471 -1.459
H -2.546 1.666 -1.395
H -2.040 2.343 -2.836
H -0.277 0.854 -1.037
H 0.148 2.040 -2.084
H 1.436 4.329 -0.181
H 0.253 4.401 -1.643
H -0.241 4.563 0.200
H -0.054 1.338 2.326
H 0.666 0.044 1.440
H 1.602 1.098 2.442


Record 7
# C11H18IrN4

A structure of composition C11H18IrN4 (the ωB97M-V functional and the def2-TZVPD basis, OMol25).

Calculated values
2S+1 = 1
charge = +3
HOMO energy = -20.864 eV

Geometry (Å):
Ir 0.372 -0.096 -1.023
C -2.234 0.035 0.082
C -2.279 1.037 -1.062
N -0.885 1.557 -1.322
C -0.469 2.642 -0.351
C 0.815 2.296 0.363
C 1.636 3.171 1.035
C 2.753 2.670 1.706
C 3.025 1.301 1.718
C 2.186 0.449 1.038
C 2.267 -1.057 1.009
N 1.501 -1.637 -0.162
C 0.491 -2.678 0.255
C -0.760 -1.984 0.775
N -1.215 -1.017 -0.292
N 1.121 0.974 0.378
H -3.208 -0.433 0.234
H -1.913 0.469 1.030
H -2.973 1.852 -0.854
H -2.620 0.552 -1.980
H -0.853 1.941 -2.266
H -1.259 2.752 0.395
H -0.392 3.596 -0.871
H 1.412 4.230 1.037
H 3.416 3.352 2.224
H 3.881 0.906 2.251
H 1.820 -1.441 1.928
H 3.299 -1.407 0.989
H 2.167 -2.066 -0.805
H 0.907 -3.357 1.000
H 0.258 -3.276 -0.629
H -0.597 -1.407 1.686
H -1.552 -2.710 0.972
H -1.632 -1.577 -1.049


Record 8
# C24H31AsBeN3S3Sb

A structure of composition C24H31AsBeN3S3Sb (the ωB97M-V functional and the def2-TZVPD basis, OMol25).

Calculated values
2S+1 = 2
charge = -1
HOMO energy (spin up / spin down) = -4.303 / -4.449 eV

Geometry (Å):
Be -3.009 0.838 0.338
S -4.363 0.612 4.985
Sb -4.694 0.678 2.760
S -3.956 2.374 1.329
S -3.579 -0.908 1.393
C 5.103 0.279 -2.863
C 3.762 0.029 -2.210
C 3.346 0.807 -1.137
C 2.104 0.642 -0.529
C 1.782 1.639 0.547
C 1.209 -0.364 -0.955
As -0.545 -0.822 -0.138
N -1.418 0.815 -0.226
C -1.336 1.518 -1.423
C -1.652 2.899 -1.415
C -1.672 3.675 -2.561
C -1.414 3.090 -3.796
C -1.148 1.731 -3.841
C -1.102 0.961 -2.688
C 0.034 -1.003 1.757
C -0.242 -0.168 2.859
C -0.934 1.182 2.810
C 0.214 -0.575 4.137
C 0.898 -1.754 4.342
C 1.304 -2.101 5.743
C 1.156 -2.555 3.255
C 0.668 -2.242 1.979
C 0.997 -3.214 0.849
C 1.619 -1.127 -2.083
C 0.802 -2.201 -2.734
C 2.862 -0.903 -2.695
H 5.801 0.812 -2.186
H 4.974 0.850 -3.776
H 5.559 -0.684 -3.175
H 4.001 1.582 -0.784
H 2.636 2.332 0.640
H 1.651 1.135 1.524
H 0.861 2.149 0.349
H -1.802 3.338 -0.439
H -1.915 4.743 -2.544
H -1.340 3.680 -4.702
H -0.937 1.268 -4.804
H -0.924 -0.101 -2.784
H -0.506 1.812 3.621
H -1.986 1.109 3.095
H -0.853 1.659 1.850
H 0.075 0.094 5.008
H 1.146 -1.290 6.440
H 2.340 -2.423 5.782
H 0.691 -2.950 6.121
H 1.709 -3.478 3.406
H 1.591 -4.046 1.216
H 1.554 -2.750 0.023
H 0.093 -3.643 0.420
H -0.166 -2.400 -2.228
H 1.346 -3.162 -2.759
H 0.553 -1.935 -3.769
H 3.093 -1.502 -3.575
N -4.159 -0.660 -1.954
N -4.098 0.610 -1.326
H -5.114 -0.827 -2.269
H -3.949 -1.355 -1.226
H -4.999 0.926 -1.020
H -3.715 1.272 -1.965


Record 9
# C32H61BCaN6O6S2Si

A structure of composition C32H61BCaN6O6S2Si (the ωB97M-V functional and the def2-TZVPD basis, OMol25).

Calculated values
2S+1 = 1
charge = -2
HOMO energy = -1.396 eV

Geometry (Å):
Ca -0.516 0.123 0.499
C -0.325 1.336 -3.166
C -1.374 0.292 -2.927
C -2.427 -0.064 -3.793
C -3.088 -1.095 -3.160
C -4.279 -1.867 -3.629
N -2.455 -1.329 -1.995
N -1.408 -0.476 -1.839
B -2.691 -2.524 -1.034
N -3.283 -2.068 0.315
N -2.656 -1.173 1.118
C -3.491 -0.894 2.110
C -3.155 0.065 3.206
C -4.683 -1.627 1.952
C -4.511 -2.355 0.794
C -5.463 -3.314 0.150
N -1.379 -3.328 -0.866
N -0.193 -2.719 -0.583
C 0.756 -3.615 -0.813
C 2.210 -3.313 -0.638
C 0.180 -4.832 -1.244
C -1.176 -4.602 -1.270
C -2.278 -5.534 -1.668
H -0.322 1.617 -4.220
H -0.502 2.229 -2.565
H 0.668 0.968 -2.899
H -2.672 0.373 -4.750
H -4.610 -1.464 -4.586
H -4.047 -2.926 -3.762
H -5.107 -1.798 -2.919
H -3.503 -3.250 -1.544
H -2.409 0.790 2.893
H -4.051 0.617 3.498
H -2.766 -0.460 4.081
H -5.551 -1.619 2.594
H -6.345 -3.415 0.783
H -5.783 -2.970 -0.836
H -5.015 -4.301 0.020
H 2.408 -2.248 -0.761
H 2.563 -3.616 0.351
H 2.795 -3.852 -1.387
H 0.687 -5.751 -1.501
H -1.864 -6.532 -1.820
H -3.053 -5.593 -0.901
H -2.761 -5.218 -2.596
C 3.814 3.911 1.568
C 2.486 3.578 0.879
C 2.129 4.659 -0.140
C 1.386 3.494 1.929
O 2.538 2.309 0.207
Si 3.759 1.606 -0.670
S 3.107 0.161 -1.939
O 4.614 2.864 -1.406
C 4.806 3.248 -2.756
C 5.553 4.580 -2.696
C 3.477 3.431 -3.489
C 5.664 2.213 -3.485
O 4.788 1.150 0.564
C 6.069 0.556 0.618
C 6.179 -0.050 2.014
C 6.251 -0.542 -0.429
C 7.132 1.645 0.433
H 3.717 4.858 2.106
H 4.624 3.994 0.840
H 4.068 3.119 2.277
H 1.971 5.620 0.359
H 1.211 4.369 -0.660
H 2.935 4.764 -0.868
H 1.289 4.458 2.436
H 1.620 2.723 2.664
H 0.437 3.243 1.462
H 4.966 5.310 -2.132
H 5.733 4.970 -3.703
H 6.512 4.444 -2.188
H 2.859 4.180 -2.987
H 2.932 2.484 -3.503
H 3.662 3.760 -4.517
H 6.606 2.064 -2.949
H 5.888 2.557 -4.501
H 5.130 1.262 -3.529
H 5.411 -0.815 2.142
H 6.016 0.724 2.769
H 7.166 -0.499 2.164
H 5.443 -1.273 -0.350
H 7.214 -1.039 -0.274
H 6.212 -0.132 -1.441
H 7.116 2.334 1.282
H 6.911 2.216 -0.471
H 8.132 1.206 0.350
C -2.527 3.871 -0.904
S -2.168 2.514 0.181
O -3.098 1.456 -0.159
O -0.765 2.163 -0.148
O -2.290 3.027 1.532
H -2.345 3.541 -1.929
H -1.871 4.701 -0.637
H -3.575 4.136 -0.763
C 2.556 0.293 3.490
C 1.553 -0.853 3.374
C 2.131 -1.929 2.457
C 0.183 -0.369 2.862
H 3.497 -0.042 3.945
H 2.150 1.098 4.113
H 2.786 0.706 2.501
H 1.464 -1.300 4.379
H 1.440 -2.773 2.355
H 3.098 -2.309 2.819
H 2.283 -1.503 1.460
H -0.136 0.469 3.515
H -0.544 -1.180 3.066


Record 10
# C17H31F5P2Re

A structure of composition C17H31F5P2Re (the ωB97M-V functional and the def2-TZVPD basis, OMol25).

Calculated values
2S+1 = 4
charge = +2
HOMO energy (spin up / spin down) = -13.393 / -14.648 eV

Geometry (Å):
P -1.200 2.003 1.068
P -0.132 0.746 -2.435
C -1.135 2.809 -0.594
C -1.349 1.970 -1.880
H -0.182 3.368 -0.652
H -1.947 3.576 -0.564
H -2.389 1.554 -1.894
H -1.334 2.716 -2.716
C 1.152 1.757 -3.310
H 1.921 1.110 -3.745
H 1.622 2.417 -2.574
H 0.683 2.345 -4.111
C -1.156 0.299 -3.881
H -1.294 1.212 -4.466
H -2.135 -0.059 -3.553
H -0.679 -0.469 -4.491
C -0.868 3.476 2.072
H -0.889 3.190 3.132
H -1.690 4.180 1.852
H 0.071 3.873 1.767
C -3.068 1.916 1.211
H -3.514 1.357 0.387
H -3.504 2.908 1.224
H -3.337 1.409 2.137
Re 2.372 -1.326 2.453
C -0.077 -1.306 -1.927
C 1.015 -0.354 -1.790
C 1.333 0.153 -0.245
C 1.249 -0.498 1.205
C -0.982 0.372 1.549
C -1.969 -0.524 1.128
C -1.911 -0.974 -0.254
C -0.706 -1.879 -0.755
C 1.192 -2.487 3.754
H -0.133 -1.799 -2.889
H 1.958 -0.500 -2.330
H 0.848 1.181 -0.311
H 2.401 0.444 -0.323
H 2.863 -0.096 3.575
H 1.455 0.458 1.858
H -0.602 0.360 2.607
H -2.685 -0.797 1.896
H -1.732 -0.009 -0.832
H -2.848 -1.480 -0.562
H 0.097 -2.084 -0.012
H -1.155 -2.834 -1.068
H 0.630 -3.425 3.485
H 0.389 -1.885 4.253
H 1.803 -2.822 4.614
F 4.611 -2.475 0.984
C 3.201 -2.641 0.966
F 2.742 -2.449 -0.374
C 2.830 -4.130 1.293
F 3.095 -4.506 2.572
F 1.517 -4.394 1.002
F 3.551 -4.953 0.496


Record 11
# C6H14N3

A structure of composition C6H14N3 (the ωB97M-V functional and the def2-TZVPD basis, OMol25).

Calculated values
2S+1 = 1
charge = +1
HOMO energy (spin up / spin down) = -12.563 / -12.563 eV

Geometry (Å):
C 1.048 -1.390 0.831
C 0.070 1.061 -0.603
C 0.643 -1.151 2.200
C 3.183 -2.455 0.177
C -1.695 2.742 -1.124
C -1.885 -0.427 -0.694
N 2.067 -1.941 0.402
N -0.308 2.286 -0.797
N -0.516 -0.037 -0.625
H -0.298 -0.646 2.119
H 0.563 -2.096 2.708
H 1.423 -0.420 2.747
H 1.100 0.980 -0.427
H 3.288 -3.474 -0.179
H 3.823 -1.729 -0.102
H -2.018 3.783 -0.858
H -1.853 2.760 -2.259
H -2.390 2.044 -0.666
H -2.685 0.204 -1.117
H -2.267 -0.732 0.365
H -2.007 -1.456 -1.189
H 0.440 3.012 -0.918
H 0.276 -0.917 0.010


Record 12
# CH4N3O2

A cluster of 2 separate species, CH4N3O2 in total (the ωB97M-V functional and the def2-TZVPD basis, OMol25).

Calculated values
2S+1 = 1
charge = +1
HOMO energy (spin up / spin down) = -16.278 / -16.141 eV

Geometry (Å):
C 0.114 0.383 -0.131
N -1.589 -1.548 0.102
N 1.499 -0.197 -0.036
N -0.166 1.558 0.199
O 1.563 -1.355 0.169
O 2.330 0.646 -0.174
H -0.948 -2.300 -0.145
H -2.216 -1.330 -0.672
H -1.135 1.893 0.202
H 0.549 2.250 0.485


Record 13
# C6H16NO

A cluster of 3 separate species, C6H16NO in total (the ωB97M-V functional and the def2-TZVPD basis, OMol25).

Calculated values
2S+1 = 1
charge = +1
HOMO energy = -11.822 eV

Geometry (Å):
C 0.316 -2.410 -0.891
O -0.478 1.030 -2.426
C -0.391 -1.348 0.028
C 0.463 -0.125 -0.070
C -0.120 1.152 0.593
C 0.496 2.342 -0.129
C -0.132 0.839 2.068
N -0.422 -1.738 1.453
H -0.449 -3.139 -1.335
H 0.939 -3.072 -0.249
H -0.551 1.594 -3.164
H -1.402 -1.208 -0.341
H 0.298 0.182 -1.154
H 1.378 -0.662 0.236
H -1.160 1.120 0.322
H -0.097 2.320 -0.996
H 0.661 3.242 0.441
H 1.525 1.865 -0.564
H -0.988 1.210 2.672
H -0.261 -0.369 2.030
H 0.821 1.115 2.560
H 0.895 -2.176 -1.814
H -1.074 -2.445 1.741
H 2.445 1.647 -0.743


Number 1: electronic energy -17183.84489 eV. Number 2: electronic energy -17792.08525 eV. Number 3: electronic energy -9438.66699 eV. Number 4: electronic energy -9805.23074 eV. Number 5: electronic energy -6828.07758 eV. Number 6: electronic energy -19867.68322 eV. Number 7: electronic energy -20469.16486 eV. Number 8: electronic energy -130150.35972 eV. Number 9: electronic energy -104075.77570 eV. Number 10: electronic energy -52398.63421 eV. Number 11: electronic energy -10909.28824 eV. Number 12: electronic energy -9651.41109 eV. Number 13: electronic energy -9999.24280 eV.